(1)
Molecular formula: C20H25N3O4
Method: DFT, ωB97M-V/def2-TZVPD

- Molecular weight: 371.437 g mol⁻¹
- DFT total energy: -33806.67204 eV
- ΔE to the lowest compared entry with this formula, charge and spin: 48.1 kcal/mol
- LUMO: 0.0233 Eh
- Frontier orbital gap: 7.91 eV

Geometry as ORCA input:
```
! RIJCOSX wB97M-V def2-TZVPD def2/J DEFGRID3
* xyz 0 1
C -6.547 0.466 1.575
C -6.206 -0.664 0.604
C -7.078 -0.592 -0.649
C -6.362 -2.023 1.288
O -4.804 -0.612 0.247
C -4.308 0.458 -0.398
O -4.919 1.454 -0.714
N -2.994 0.276 -0.681
C -2.245 -0.865 -0.200
C -0.878 -0.916 -0.878
N -0.134 0.291 -0.606
C 1.232 0.289 -0.452
C 2.020 -0.771 -0.920
C 3.389 -0.781 -0.757
C 4.032 0.281 -0.127
N 5.417 0.334 0.072
C 6.364 -0.585 -0.273
O 6.145 -1.636 -0.841
C 7.730 -0.175 0.123
C 8.237 0.932 0.765
C 9.630 0.735 0.852
C 9.871 -0.470 0.260
O 8.738 -1.018 -0.177
C 3.261 1.347 0.329
C 1.891 1.353 0.176
C -0.908 1.505 -0.473
C -2.220 1.364 -1.237
H -6.418 1.429 1.087
H -5.896 0.421 2.445
H -7.579 0.370 1.901
H -6.796 -1.379 -1.346
H -8.122 -0.720 -0.376
H -6.954 0.370 -1.136
H -7.389 -2.160 1.609
H -6.095 -2.820 0.600
H -5.707 -2.081 2.154
H -2.804 -1.779 -0.419
H -2.113 -0.803 0.889
H -0.331 -1.772 -0.478
H -1.015 -1.068 -1.959
H 1.564 -1.598 -1.439
H 3.970 -1.608 -1.126
H 5.736 1.168 0.542
H 7.702 1.784 1.135
H 10.349 1.396 1.292
H 10.779 -1.017 0.100
H 3.741 2.182 0.821
H 1.332 2.189 0.565
H -1.129 1.727 0.583
H -0.343 2.343 -0.891
H -2.014 1.177 -2.298
H -2.820 2.273 -1.158
*
```

Löwdin atomic charge list, values in e, 8 entries:
1. C -0.019
2. C -0.570
3. C -0.019
4. C -0.023
5. O 0.025
6. C -0.529
7. O 0.083
8. N -0.032

---

(2)
Molecular formula: C20H25N3O5
Method: DFT, ωB97M-V/def2-TZVPD

- Molecular weight: 387.436 g mol⁻¹
- DFT total energy: -35855.29496 eV
- ΔE to the lowest compared entry with this formula, charge and spin: 33.2 kcal/mol
- LUMO: 0.0268 Eh
- Frontier orbital gap: 8.96 eV

Geometry as ORCA input:
```
! RIJCOSX wB97M-V def2-TZVPD def2/J DEFGRID3
* xyz 0 1
O 0.718 1.757 -0.225
C 1.820 1.283 -0.387
C 2.081 0.146 -1.389
N 0.863 -0.124 -2.100
C 0.479 0.644 -3.212
O 1.205 1.386 -3.821
N -0.807 0.325 -3.462
C -1.390 -0.554 -2.467
C -2.451 0.171 -1.626
C -3.818 0.291 -2.308
C -4.936 -0.428 -1.549
C -4.624 -1.858 -1.099
C -4.066 -2.790 -2.179
C -2.535 -2.884 -2.254
C -1.842 -1.857 -3.153
C -0.185 -0.816 -1.564
O -0.141 -1.509 -0.579
N 2.925 1.694 0.262
C 2.890 2.704 1.302
C 3.296 2.131 2.635
C 4.380 2.643 3.329
C 4.780 2.122 4.558
C 4.057 1.066 5.053
C 2.966 0.539 4.356
C 2.565 1.053 3.150
O 2.432 -0.499 5.070
C 3.212 -0.608 6.241
O 4.231 0.369 6.218
H 2.842 0.446 -2.113
H 2.386 -0.758 -0.854
H -1.357 0.823 -4.140
H -2.544 -0.365 -0.683
H -2.047 1.157 -1.387
H -3.766 -0.104 -3.322
H -4.096 1.343 -2.396
H -5.822 -0.444 -2.190
H -5.190 0.152 -0.659
H -3.934 -1.846 -0.254
H -5.561 -2.279 -0.726
H -4.432 -3.796 -1.962
H -4.469 -2.511 -3.155
H -2.106 -2.834 -1.253
H -2.292 -3.870 -2.656
H -2.489 -1.607 -3.997
H -0.940 -2.309 -3.574
H 3.801 1.222 0.108
H 1.858 3.064 1.336
H 3.548 3.534 1.028
H 4.930 3.474 2.914
H 5.620 2.525 5.098
H 1.719 0.649 2.619
H 3.664 -1.611 6.291
H 2.573 -0.454 7.125
*
```

Löwdin atomic charge list, values in e, 8 entries:
1. O 0.088
2. C -0.460
3. C -0.023
4. N 0.060
5. C -0.491
6. O 0.103
7. N 0.172
8. C -0.349

---

(3)
Molecular formula: C20H25N3O6
Method: DFT, ωB97M-V/def2-TZVPD

- Molecular weight: 403.435 g mol⁻¹
- DFT total energy: -37898.80895 eV
- LUMO: 0.0005 Eh
- Frontier orbital gap: 8.18 eV

Geometry as ORCA input:
```
! RIJCOSX wB97M-V def2-TZVPD def2/J DEFGRID3
* xyz 0 1
C -0.421 1.159 1.443
C -0.884 1.306 0.208
C -0.117 1.945 -0.908
O -0.301 3.371 -1.043
C -0.188 4.022 0.141
O 0.866 4.313 0.638
O -1.346 4.344 0.733
C -2.513 4.265 -0.065
C -3.690 4.702 0.753
O -3.685 5.509 1.635
O -4.881 4.109 0.300
C -4.955 2.776 0.628
C -5.707 1.912 -0.329
O -4.417 2.335 1.624
H -0.930 0.549 2.161
H 0.500 1.651 1.705
H -1.862 0.917 -0.029
H -0.480 1.518 -1.830
H 0.925 1.654 -0.822
H -2.454 4.871 -0.960
H -2.684 3.248 -0.397
H -4.998 1.267 -0.829
H -6.371 1.290 0.246
H -6.237 2.463 -1.090
C 4.319 2.897 -3.649
C 4.541 4.157 -3.032
C 3.534 4.351 -2.124
N 2.711 3.262 -2.173
C 3.184 2.368 -3.096
H 4.924 2.432 -4.410
H 5.349 4.841 -3.230
H 3.331 5.166 -1.451
H 1.886 3.137 -1.618
H 2.674 1.438 -3.280
C 1.738 -3.718 3.135
C 0.458 -3.536 3.725
C -0.241 -2.672 2.924
N 0.567 -2.324 1.877
C 1.773 -2.958 1.994
H 2.539 -4.336 3.504
H 0.093 -3.988 4.631
H -1.239 -2.279 3.011
H 0.312 -1.697 1.135
H 2.549 -2.814 1.262
C 0.652 -7.978 -0.464
C 1.579 -7.357 -1.343
C 1.936 -6.161 -0.777
N 1.260 -6.036 0.405
C 0.479 -7.138 0.604
H 0.170 -8.931 -0.601
H 1.943 -7.743 -2.280
H 2.611 -5.393 -1.113
H 1.328 -5.252 1.032
H -0.132 -7.231 1.486
*
```

Löwdin atomic charge list, values in e, 8 entries:
1. C 0.063
2. C -0.150
3. C -0.160
4. O -0.010
5. C -0.578
6. O 0.175
7. O 0.096
8. C -0.057

---

(4)
Molecular formula: C20H25N4O4PSeTeV
Method: DFT, ωB97M-V/def2-TZVPD

- Molecular weight: 673.922 g mol⁻¹
- DFT total energy: -142912.28528 eV
- LUMO (spin up / spin down): -0.1377 / -0.1382 Eh
- Frontier orbital gap (spin up / spin down): 7.04 / 7.20 eV

Geometry as ORCA input:
```
! RIJCOSX wB97M-V def2-TZVPD def2/J DEFGRID3
* xyz 1 3
V 0.431 0.137 0.060
Se -0.611 -7.501 0.625
N 0.840 -6.481 0.453
C 0.431 -5.248 0.331
C 1.332 -4.116 0.163
C 2.719 -4.254 0.086
C 3.493 -3.127 -0.076
C 2.872 -1.884 -0.137
N 1.553 -1.739 -0.061
C 0.785 -2.839 0.073
C -0.663 -2.636 0.101
N -1.097 -1.372 -0.035
C -2.401 -1.126 -0.049
C -3.347 -2.136 0.080
C -2.917 -3.437 0.231
C -1.547 -3.704 0.239
C -0.995 -5.045 0.372
N -1.726 -6.114 0.528
H 3.157 -5.241 0.150
H 4.569 -3.187 -0.147
H 3.446 -0.972 -0.229
H -2.692 -0.090 -0.174
H -4.398 -1.889 0.062
H -3.615 -4.256 0.338
C 1.356 -2.458 4.282
C 1.827 -1.109 4.776
O 2.322 -0.302 3.669
P 1.382 0.600 2.796
O 0.287 -0.209 2.094
Te 2.555 1.662 1.037
O 0.732 1.564 3.858
C -0.062 2.723 3.503
C -1.331 2.712 4.316
H 1.080 -3.080 5.134
H 2.155 -2.962 3.737
H 0.488 -2.355 3.630
H 2.678 -1.201 5.447
H 1.039 -0.558 5.289
H -0.268 2.702 2.430
H 0.555 3.595 3.714
H -1.917 1.818 4.104
H -1.932 3.588 4.069
H -1.106 2.740 5.381
C 0.043 3.606 -1.435
C 0.091 2.276 -2.171
C 1.424 2.072 -2.876
C -1.074 2.138 -3.140
O -0.060 1.224 -1.209
H 0.126 4.431 -2.143
H 0.861 3.680 -0.719
H -0.903 3.709 -0.901
H 1.580 2.845 -3.629
H 1.448 1.100 -3.373
H 2.245 2.125 -2.159
H -1.006 2.894 -3.923
H -2.022 2.273 -2.618
H -1.063 1.155 -3.611
*
```

Löwdin atomic charge list, values in e, 8 entries:
1. V 0.744
2. Se 1.180
3. N -0.212
4. C -0.336
5. C -0.071
6. C 0.039
7. C -0.002
8. C -0.095

---

- Which formula does entry 2 have?
  C20H25N3O5